[1]
Below is C34H31GeN3SV as an isolated structure, with properties calculated with wB97M-V/def2-TZVPD.

**Net charge**: -2
**Energy relative to the best compared isomer or geometry (same formula, charge and spin)**: 0.0 kcal per mole
**Spin multiplicity**: 2
**Highest occupied orbital energy (alpha / beta)**: 0.08 / 0.10 eV
**⟨S²⟩**: 0.8192

```
71
Properties=species:S:1:pos:R:3:forces:R:3:lowdin_spin:R:1
V -0.462 -0.359 0.155 -0.1 0.1 0.0 1.24
C 3.967 -0.290 -0.098 0.0 0.0 0.0 0.00
C 4.212 0.279 -1.343 0.0 0.0 0.0 0.00
C 3.146 0.682 -2.122 0.0 0.0 0.1 0.00
C 1.839 0.528 -1.645 0.0 0.0 -0.1 0.01
N 1.622 -0.038 -0.447 0.0 0.0 0.0 0.01
C 2.651 -0.440 0.296 0.1 0.0 0.0 0.01
C 0.625 0.962 -2.372 -0.1 0.0 0.0 0.01
C 0.718 1.662 -3.581 0.1 0.0 0.0 0.00
C -0.425 2.112 -4.217 0.0 0.0 0.0 0.01
C -1.664 1.862 -3.626 0.0 0.0 0.0 0.00
C -1.740 1.164 -2.433 0.0 0.0 0.0 0.01
C -0.611 0.670 -1.751 0.0 0.0 0.1 0.01
H 4.768 -0.626 0.547 0.0 0.0 0.0 0.00
H 5.227 0.401 -1.705 0.0 0.0 0.0 0.00
H 3.317 1.118 -3.096 0.0 0.0 0.0 0.00
H 2.385 -0.913 1.234 0.0 0.0 0.0 0.00
H 1.681 1.878 -4.033 0.0 0.0 0.0 0.00
H -0.354 2.661 -5.149 0.0 0.0 0.0 0.00
H -2.569 2.229 -4.102 0.0 0.0 0.0 0.00
H -2.719 1.013 -1.988 0.0 0.0 0.0 0.00
S -0.009 -2.672 0.432 0.1 0.0 0.0 -0.01
C -1.698 -2.030 0.398 -0.1 0.1 0.0 -0.02
N -2.526 -2.663 -0.642 0.0 0.0 0.0 0.00
C -3.664 -1.807 -0.988 0.0 0.0 0.0 0.00
C -4.244 -1.200 0.296 0.0 0.0 0.0 0.00
C -3.882 -2.101 1.477 0.0 0.0 0.0 0.00
N -2.435 -2.197 1.671 0.0 0.0 0.0 -0.01
H -1.933 -2.802 -1.449 0.0 0.0 0.0 0.00
H -4.419 -2.428 -1.490 0.0 0.0 0.0 0.00
H -3.383 -1.001 -1.680 0.0 0.0 0.0 0.00
H -5.330 -1.073 0.208 0.0 0.0 0.0 0.00
H -3.792 -0.221 0.472 0.0 0.0 0.0 0.00
H -4.302 -3.101 1.308 0.0 0.0 0.0 0.00
H -4.325 -1.719 2.402 0.0 0.0 0.0 0.00
H -2.142 -1.406 2.234 0.0 0.0 0.0 0.00
C -1.000 0.853 1.299 0.2 -0.1 -0.1 -0.18
Ge -1.570 2.183 2.451 0.0 0.0 -0.1 -0.05
C -3.172 1.814 3.574 0.0 0.0 0.1 -0.01
C -4.460 1.998 3.070 0.0 0.0 0.0 0.00
C -5.585 1.634 3.800 0.0 0.0 0.0 0.00
C -5.444 1.072 5.062 0.0 0.0 0.0 0.00
C -4.171 0.877 5.582 0.0 0.0 0.0 0.00
C -3.053 1.245 4.843 0.0 0.0 0.0 0.00
C -0.205 2.770 3.785 0.0 0.0 0.0 -0.01
C 1.094 2.287 3.638 0.0 0.0 0.0 0.00
C 2.105 2.662 4.515 0.0 0.0 0.0 0.00
C 1.832 3.529 5.565 0.0 0.0 0.0 0.00
C 0.542 4.016 5.732 0.0 0.0 0.0 0.00
C -0.462 3.636 4.849 0.0 0.0 0.0 0.00
C -2.081 3.832 1.461 0.0 0.0 0.0 -0.01
C -1.828 3.854 0.089 0.0 0.0 0.0 0.00
C -2.156 4.963 -0.682 0.0 0.0 0.0 0.00
C -2.745 6.074 -0.092 0.0 0.0 0.0 0.00
C -3.009 6.067 1.273 0.0 0.0 0.0 0.00
C -2.680 4.953 2.036 0.0 0.0 0.0 0.00
H -4.585 2.428 2.081 0.0 0.0 0.0 0.00
H -6.573 1.779 3.377 0.0 0.0 0.0 0.00
H -6.318 0.778 5.631 0.0 0.0 0.0 0.00
H -4.048 0.429 6.562 0.0 0.0 0.0 0.00
H -2.065 1.078 5.260 0.0 0.0 0.0 0.00
H 1.288 1.601 2.817 0.0 0.0 0.0 0.00
H 3.109 2.273 4.380 0.0 0.0 0.0 0.00
H 2.619 3.820 6.253 0.0 0.0 0.0 0.00
H 0.318 4.690 6.553 0.0 0.0 0.0 0.00
H -1.468 4.017 4.999 0.0 0.0 0.0 0.00
H -1.377 2.973 -0.362 0.0 0.0 0.0 0.00
H -1.954 4.952 -1.748 0.0 0.0 0.0 0.00
H -3.004 6.940 -0.692 0.0 0.0 0.0 0.00
H -3.475 6.929 1.740 0.0 0.0 0.0 0.00
H -2.903 4.957 3.099 0.0 0.0 0.0 0.00
```
Forces are in eV/Å.



[2]
Below is a 7-piece molecular cluster, C34H31N7O10 overall, with properties calculated with wB97M-V/def2-TZVPD.

**Net charge**: 0
**Energy relative to the best compared isomer or geometry (same formula, charge and spin)**: 49.9 kcal per mole
**Highest occupied orbital energy**: -10.14 eV
**SMILES**: O=[N+]([O-])c1ccccc1.O=[N+]([O-])c1ccccc1.O=[N+]([O-])c1ccccc1.O=[N+]([O-])c1ccccc1.O=[N+]([O-])c1ccccc1.CC#N.CC#N

```
82
Properties=species:S:1:pos:R:3:forces:R:3:mulliken_charge:R:1
O -6.929 6.541 8.312 0.2 0.1 -0.2 -0.57
N -6.911 7.752 8.452 -0.5 -0.9 0.3 0.90
O -7.258 8.310 9.470 0.0 0.5 -0.1 -0.56
C -6.448 8.540 7.315 0.7 0.2 0.0 0.41
C -5.504 7.936 6.472 -0.1 0.2 -0.2 -0.42
C -4.919 8.706 5.494 0.9 1.3 -0.4 -0.41
C -5.211 10.070 5.372 -0.6 -1.2 -0.2 -0.46
C -6.142 10.610 6.218 -0.4 0.8 -0.6 -0.32
C -6.780 9.880 7.216 0.9 0.5 -0.1 -0.55
H -5.166 6.916 6.565 -0.4 -0.1 0.4 0.40
H -4.098 8.394 4.857 -0.3 -0.8 0.1 0.35
H -4.829 10.660 4.549 0.3 0.0 0.1 0.49
H -6.374 11.645 5.985 -0.3 0.0 0.7 0.35
H -7.337 10.474 7.926 -0.5 -0.7 0.2 0.39
O 7.251 14.473 4.377 -0.6 -0.4 -0.4 -0.60
N 6.095 14.178 4.088 1.1 0.9 0.8 1.05
O 5.139 14.858 4.407 -0.2 -0.4 -0.4 -0.57
C 5.881 12.912 3.396 -0.2 -0.3 0.6 0.19
C 6.822 11.910 3.551 1.0 -0.4 -1.0 -0.28
C 6.662 10.696 2.871 -0.9 0.6 0.8 -0.69
C 5.412 10.444 2.332 -0.1 -1.0 0.1 -0.41
C 4.397 11.390 2.356 0.8 -0.3 -1.2 -0.31
C 4.681 12.672 2.761 -1.0 0.1 -0.4 -0.59
H 7.778 12.068 4.031 -0.2 0.4 0.3 0.50
H 7.442 9.951 2.869 0.0 0.0 0.0 0.39
H 5.193 9.474 1.897 0.1 0.0 0.0 0.39
H 3.497 11.168 1.797 -0.2 0.1 0.2 0.55
H 3.933 13.393 2.455 0.3 0.5 0.8 0.38
O -1.077 13.617 7.775 0.3 -0.2 0.3 -0.51
N -1.520 12.659 7.173 -1.0 0.5 -0.4 0.92
O -2.645 12.222 7.335 0.3 -0.3 0.0 -0.60
C -0.719 12.120 6.086 1.7 -0.9 -0.7 0.07
C -1.187 11.144 5.224 -1.2 0.7 0.6 -0.70
C -0.454 10.761 4.115 0.3 -0.8 0.5 -0.32
C 0.885 11.134 4.005 -1.1 1.7 0.0 -0.41
C 1.379 12.093 4.915 0.4 -1.7 -0.8 -0.09
C 0.607 12.529 5.962 -0.3 0.8 0.9 -0.14
H -2.175 10.756 5.454 0.0 0.0 -0.4 0.47
H -0.968 10.069 3.460 0.4 -0.1 -0.3 0.32
H 1.475 10.924 3.125 0.1 -0.5 0.1 0.19
H 2.428 12.314 4.765 0.0 0.6 0.4 0.27
H 0.978 13.176 6.751 0.2 0.2 -0.3 0.55
O 3.399 16.135 9.815 -0.6 -0.3 0.3 -0.60
N 2.624 15.207 9.665 1.0 0.1 -0.5 1.02
O 2.694 14.434 8.718 -0.3 0.0 0.3 -0.52
C 1.556 14.986 10.658 1.3 0.4 0.1 0.06
C 0.766 13.879 10.533 -1.4 0.0 -0.5 -0.19
C -0.360 13.854 11.328 -0.4 -1.0 1.4 -0.26
C -0.537 14.700 12.420 0.9 0.4 -0.8 -0.57
C 0.423 15.705 12.635 -1.0 -0.4 -0.3 -0.36
C 1.449 15.881 11.711 -0.4 0.0 0.6 -0.65
H 0.839 13.123 9.767 0.5 0.3 -0.2 0.39
H -1.071 13.041 11.227 0.0 0.0 -0.2 0.38
H -1.398 14.551 13.055 0.0 0.2 0.1 0.42
H 0.261 16.383 13.462 0.4 0.1 0.0 0.37
H 2.156 16.683 11.863 0.1 0.0 -0.3 0.50
O 7.386 14.073 9.200 0.2 -0.5 -0.1 -0.56
N 7.725 12.966 8.815 0.2 0.5 0.1 0.97
O 8.878 12.564 8.755 -0.6 0.0 0.1 -0.58
C 6.656 12.072 8.347 -0.1 -0.2 -0.2 0.49
C 5.552 12.622 7.710 -0.2 -0.1 0.3 -0.55
C 4.620 11.741 7.195 -0.4 -1.0 -1.6 -0.22
C 4.795 10.358 7.239 0.6 0.2 1.4 -0.67
C 5.828 9.850 8.024 0.4 0.0 -1.1 -0.54
C 6.814 10.702 8.512 -0.4 0.0 0.4 -0.63
H 5.374 13.685 7.634 0.3 0.1 0.0 0.56
H 3.812 12.022 6.529 0.0 0.8 0.4 0.40
H 4.136 9.637 6.776 -0.3 0.3 -0.2 0.47
H 5.941 8.773 8.034 0.2 0.0 0.5 0.34
H 7.640 10.321 9.097 0.2 0.0 -0.2 0.43
C -1.581 16.206 9.073 0.5 -0.6 -1.0 -0.23
C -1.846 17.614 9.306 0.3 -0.5 0.4 0.12
N -2.117 18.702 9.529 -0.1 0.5 0.0 -0.41
H -2.126 15.549 9.745 -0.4 0.1 -0.2 0.33
H -0.549 15.851 9.109 0.2 0.8 0.6 -0.08
H -1.766 15.990 8.019 -0.7 -0.1 0.2 0.31
C -2.329 9.211 0.248 -0.1 1.0 0.7 -0.57
C -3.370 10.213 0.546 0.3 0.0 -0.6 0.32
N -4.183 10.970 0.833 0.0 -0.1 0.0 -0.38
H -2.807 8.262 0.472 0.6 -0.3 -0.1 0.24
H -1.500 9.481 0.907 -0.1 -0.6 0.4 0.10
H -1.852 9.276 -0.726 -0.7 0.0 -0.4 0.31
```
Forces are in eV/Å.